[1]
34
Properties=species:S:1:pos:R:3:lowdin_charge:R:1 method="wB97M-V/def2-TZVPD" e_homo_ev=-7.81 total_charge=0 e_above_lowest_ev=3.313 smiles="N/C=C/CCC=O.O.O.O.O.O.O" lumo_ev=0.193
O 3.40042 -0.63389 0.32168 0.04
C 2.90553 0.46690 0.43897 -0.30
C 1.96136 0.93163 1.50751 -0.15
C 1.33211 -0.17717 2.37496 -0.21
C 0.38171 -1.19307 1.79016 -0.13
C -0.38200 -1.26657 0.69953 -0.23
N -1.46423 -2.10889 0.54224 0.05
H 3.39873 1.23519 -0.16379 0.10
H 1.11770 1.58978 1.28742 0.10
H 2.60286 1.55792 2.15111 0.13
H 0.87082 0.25347 3.26746 0.11
H 2.14175 -0.83257 2.73801 0.11
H 0.26148 -2.00173 2.52531 0.11
H -0.02744 -0.78490 -0.20805 0.09
H -2.24190 -1.96840 -0.06099 0.04
H -1.69805 -2.65847 1.35290 0.09
H -1.28473 1.50161 -2.24187 0.03
H -0.81786 2.42889 -0.91088 0.04
O -0.73360 2.15136 -1.82036 -0.04
H -1.99807 0.73565 1.87252 0.05
H -2.27336 2.24283 1.90175 0.07
O -1.70603 1.57677 1.49976 -0.04
H 1.28611 2.16301 -2.08497 0.04
H 1.60156 0.72541 -1.83175 0.01
O 1.85294 1.60454 -1.53774 -0.07
H -2.85272 0.70168 0.34369 -0.02
H -2.70287 0.05137 -1.07974 -0.03
O -3.33884 0.39235 -0.43790 -0.07
H 0.77460 -1.05900 -2.00249 -0.01
H 1.97670 -1.97535 -2.53903 0.06
O 1.25308 -1.38703 -2.76356 -0.03
H -1.29692 -1.45905 -2.83868 0.07
H -2.52458 -1.70517 -2.01503 0.07
O -1.77624 -1.09911 -2.07817 -0.06

[2]
134
Properties=species:S:1:pos:R:3:lowdin_charge:R:1 method="wB97M-V/def2-TZVPD" e_homo_ev=-9.28 total_charge=0 lumo_ev=0.334
O -4.76119 -4.10366 0.66934 -0.05
H -5.11197 -3.44258 1.31435 0.07
H -5.24460 -4.87787 0.91285 0.04
O -1.05413 -1.08742 1.95644 -0.04
H -1.72958 -1.20861 1.30044 0.02
H -0.58992 -0.28292 1.64729 0.03
C 1.25405 1.40549 2.05958 -0.63
O 0.32979 1.31632 1.26138 -0.01
N 2.49860 1.70681 1.62241 0.19
N 1.17018 1.09846 3.37914 0.20
H 3.31111 1.65550 2.14172 0.04
H 2.75235 1.53158 0.65017 0.08
H 0.26130 1.20568 3.79109 0.07
H 1.96197 1.16170 3.97058 0.07
C 1.07853 6.59555 -0.46962 -0.73
O -0.02667 7.10379 -0.53641 0.03
N 2.11664 7.16450 -1.09658 0.15
N 1.31274 5.43238 0.21127 0.14
H 1.75312 7.85914 -1.77446 0.13
H 2.95525 6.61723 -1.21627 0.10
H 0.60940 5.10926 0.87173 0.11
H 2.25536 5.04147 0.38682 0.11
C 4.19937 -0.61970 3.03965 -0.65
O 3.70934 0.16693 3.82672 0.00
N 5.56701 -0.60500 2.72898 0.14
N 3.39214 -1.53380 2.44811 0.21
H 6.11865 -0.04851 3.37093 0.10
H 5.96388 -1.50494 2.36237 0.13
H 3.74564 -2.23790 1.83657 0.07
H 2.40144 -1.62441 2.57304 0.08
C 0.28887 2.25219 -2.65026 -0.61
O 0.07053 1.84760 -3.79691 0.01
N 0.42805 1.50949 -1.50271 0.20
N 0.32729 3.59978 -2.42399 0.16
H 0.48569 1.94957 -0.61047 0.05
H 0.31342 0.51367 -1.52018 0.04
H 0.35149 4.06643 -3.28246 0.08
H 0.74493 4.02236 -1.56109 0.09
C 1.70664 -1.05074 -5.33663 -0.07
C 0.22762 -1.05361 -5.68770 -0.51
C -0.36140 -2.26552 -6.29219 -0.07
O -0.46365 -0.69802 -4.49375 -0.09
H 2.33945 -1.36505 -6.13691 0.06
H 1.85098 -1.80904 -4.53458 0.08
H 2.20699 -0.14144 -5.03495 0.07
H 0.25423 -0.23836 -6.48141 0.15
H -1.46780 -2.31335 -6.15906 0.09
H 0.09879 -3.21520 -5.84873 0.10
H -0.19004 -2.29786 -7.36703 0.07
H -0.21223 0.18567 -4.26824 0.00
C 5.16302 2.65700 -1.80991 -0.06
C 6.05673 2.13303 -0.73443 -0.48
C 7.02922 3.15972 -0.04471 -0.05
O 5.22611 1.43080 0.21905 -0.10
H 4.31560 3.15589 -1.28193 0.08
H 4.74675 1.81898 -2.39220 0.07
H 5.64693 3.31180 -2.55215 0.09
H 6.74606 1.42706 -1.17765 0.12
H 7.09781 2.81071 0.98972 0.07
H 6.80600 4.26718 0.00696 0.09
H 7.99640 3.11986 -0.55689 0.07
H 5.66831 0.77323 0.81547 0.08
C -4.02667 2.66679 1.08825 -0.08
C -3.54458 2.89738 -0.30981 -0.51
C -2.25584 3.73841 -0.19666 -0.05
O -3.47264 1.69383 -1.01988 -0.05
H -3.17176 2.26981 1.67998 0.08
H -4.84801 1.95604 1.17302 0.07
H -4.39417 3.56018 1.58272 0.08
H -4.39548 3.43618 -0.77822 0.14
H -1.43626 3.17452 0.25276 0.06
H -2.44354 4.63355 0.42700 0.09
H -1.90433 4.01764 -1.18818 0.06
H -2.84210 1.68117 -1.78109 0.11
C -7.87305 -0.06914 1.23004 -0.03
C -7.64185 -1.08228 0.02373 -0.47
C -6.70628 -0.44724 -0.99625 -0.07
O -7.16568 -2.32170 0.53623 -0.07
H -8.73173 -0.47841 1.66339 0.05
H -7.98286 0.96869 0.88521 0.08
H -6.96243 -0.06379 1.81458 0.07
H -8.56415 -1.21193 -0.51976 0.12
H -7.24784 0.34629 -1.55819 0.09
H -6.61286 -1.21082 -1.78776 0.08
H -5.76971 -0.00400 -0.64166 0.07
H -6.73986 -2.89709 -0.12386 0.08
C -3.69868 0.58540 4.33824 -0.06
C -2.43153 0.27791 5.09729 -0.49
C -2.31471 -1.06737 5.77899 -0.05
O -1.31247 0.38390 4.23632 -0.11
H -3.73073 1.68577 4.18138 0.08
H -4.60034 0.33858 4.89498 0.07
H -3.84220 0.12460 3.34000 0.08
H -2.28358 1.03730 5.87531 0.14
H -3.26589 -1.31327 6.26891 0.08
H -1.51409 -1.08183 6.52837 0.08
H -2.16377 -1.90343 5.10066 0.07
H -1.47943 -0.24859 3.49712 0.05
C 1.55838 -5.30513 1.35890 -0.05
C 0.69137 -4.07870 1.81088 -0.45
C 0.68432 -3.70389 3.27943 -0.05
O 0.99831 -2.87409 1.06211 -0.10
H 1.01508 -6.20728 1.71721 0.08
H 2.63623 -5.33868 1.69280 0.09
H 1.62291 -5.33485 0.26413 0.07
H -0.30678 -4.42032 1.45719 0.14
H -0.06596 -2.93705 3.50503 0.07
H 1.71849 -3.52245 3.60199 0.08
H 0.41305 -4.63890 3.79138 0.08
H 0.22416 -2.31960 1.14702 0.03
C -1.24869 -0.97737 -1.52389 -0.06
C -2.18611 -2.15336 -1.48353 -0.50
C -1.55891 -3.39818 -2.02510 -0.05
O -2.55524 -2.29083 -0.13689 -0.05
H -1.62992 -0.15775 -0.91233 0.07
H -1.10109 -0.64426 -2.58114 0.08
H -0.22180 -1.27207 -1.18900 0.08
H -3.09806 -2.07549 -2.12230 0.15
H -1.10784 -3.20088 -2.99837 0.07
H -2.19264 -4.30853 -2.14055 0.09
H -0.72396 -3.70164 -1.29975 0.10
H -3.29187 -2.89810 -0.12517 0.05
C 2.80248 -0.99250 -1.23781 -0.05
C 3.67342 -2.17086 -1.61967 -0.49
C 4.99219 -1.77381 -2.24439 -0.05
O 3.91711 -2.83119 -0.38375 -0.11
H 3.34563 -0.44509 -0.42228 0.08
H 1.96930 -1.41960 -0.77640 0.03
H 2.58098 -0.29571 -2.05847 0.08
H 3.13012 -2.90192 -2.27203 0.15
H 5.68463 -1.20053 -1.60600 0.08
H 4.75870 -1.07164 -3.05725 0.08
H 5.53037 -2.56650 -2.72035 0.07
H 3.01404 -3.20257 -0.07648 0.10

Total energy values, unit Eh, following the record order: -784.46257, -2608.75404.
Max |F| values, unit eV/Å, following the record order: 2.2, 3.3.